201
Properties=species:S:1:pos:R:3:forces:R:3:lowdin_spin:R:1 method="wB97M-V/def2-TZVPD" gap_ha="0.27466 / 0.23707" homo_ev="-8.18 / -8.18" multiplicity=3
Ni -5.236697 -0.539130 -1.482922 2.395 1.829 2.942 1.707
C -5.148425 1.696429 1.267060 -0.500 -4.727 -1.585 0.009
O -5.540243 0.848598 2.366841 0.902 1.132 0.789 0.005
O -5.600805 0.885924 0.174255 -0.486 1.145 -1.060 0.162
C -5.629255 3.166880 1.342097 -1.667 -0.271 -1.314 0.002
F -5.499970 3.652486 2.548331 1.010 0.432 1.239 0.001
F -4.907236 3.851337 0.448593 1.042 0.448 0.008 0.000
F -6.901718 3.532281 1.001559 -0.039 -1.339 -0.059 0.000
C -4.723006 0.769761 3.550834 -0.151 0.563 1.557 0.001
C -3.742266 -0.381097 3.696372 0.206 0.021 -1.698 0.000
H -2.863065 -0.198644 3.078453 0.083 -0.124 -0.261 0.000
H -3.321500 -0.538285 4.689524 -0.671 0.191 0.184 0.000
H -4.227283 -1.273587 3.301005 0.179 -0.252 0.302 0.000
H -5.379257 0.664580 4.414770 -0.712 -0.025 -0.285 0.000
H -4.207125 1.689936 3.825176 0.046 0.413 -0.695 0.000
H -4.070624 1.683095 1.104990 0.447 0.761 0.800 0.002
C -2.145141 -1.018507 -0.235423 -1.810 1.851 -0.498 0.006
O -1.266071 -0.518596 -1.210563 1.959 0.020 -0.388 0.000
O -3.299109 -1.247792 -0.961684 -0.399 -1.400 0.615 0.058
C -1.582833 -2.148254 0.737518 -0.935 -0.836 -0.860 0.002
F -1.414688 -3.371696 0.177812 0.067 0.410 -0.570 0.000
F -0.467485 -1.881391 1.397856 1.689 1.022 -0.608 0.001
F -2.432892 -2.319873 1.725777 -1.864 -0.133 0.465 0.000
C -0.179930 0.391108 -0.873948 0.047 -0.737 -0.277 0.000
C 0.530618 0.773910 -2.170640 -0.594 -0.504 -0.194 0.000
H 1.385139 1.433486 -2.019450 -0.119 0.014 0.169 0.000
H 0.897220 -0.150733 -2.616433 0.258 -0.035 0.129 0.000
H -0.127641 1.172353 -2.942682 -0.179 0.457 0.254 0.000
H 0.596877 -0.118805 -0.304155 -0.200 -0.190 0.472 0.000
H -0.569326 1.208016 -0.266378 -0.095 0.217 -0.173 0.000
H -2.309895 -0.166893 0.424667 -0.040 0.092 0.911 0.001
C -3.076639 4.175142 -2.065019 -0.203 -0.481 -0.948 0.000
C -1.918257 4.870166 -2.775609 -0.032 1.569 0.580 0.000
C -0.748919 4.913111 -1.697849 -0.133 -0.992 -1.657 0.000
C 0.587059 5.304971 -2.266490 -0.020 -0.326 -0.848 0.000
C 0.924282 4.442014 -3.514268 -0.781 1.133 1.154 0.000
C -0.196184 4.315003 -4.617761 1.269 1.192 1.402 0.000
N -1.513826 4.069160 -3.978590 1.114 -0.152 1.745 0.000
O -2.605489 3.912989 -4.871701 0.365 0.641 -0.189 0.000
C -0.068617 5.508223 -5.555160 -1.413 0.972 -1.158 0.000
C 0.238229 3.158000 -5.424675 0.115 -1.121 -0.934 0.000
C -2.363210 6.351488 -3.104516 -0.772 -0.747 1.039 0.000
H -3.943709 4.227231 -2.723492 -0.382 0.322 0.297 0.000
H -3.270878 4.592636 -1.077061 -0.054 0.107 -0.273 0.000
H -2.910229 3.102015 -1.971103 0.392 -0.151 0.257 0.000
H -0.901558 5.547111 -0.824447 -0.894 -0.184 -0.157 0.000
H -0.686635 3.858897 -1.427903 0.086 -0.033 0.541 0.000
H 1.370225 5.062755 -1.548100 0.058 0.328 0.234 0.000
H 0.586451 6.382494 -2.430984 0.274 0.064 -0.320 0.000
H 1.202088 3.495980 -3.049565 -0.204 -0.425 -0.519 0.000
H 1.827147 4.888379 -3.931042 -0.030 -0.275 -0.487 0.000
H -0.616827 5.259929 -6.463957 -0.461 -0.036 -0.101 0.000
H -0.516680 6.448449 -5.233737 0.065 -0.071 0.440 0.000
H 0.897857 5.749579 -5.997647 0.475 -0.350 0.759 0.000
H -0.521601 2.899931 -6.162341 -0.006 -0.304 -0.028 0.000
H 1.110327 3.481355 -5.992996 0.148 -0.232 -0.043 0.000
H 0.524014 2.304291 -4.810184 -0.247 -0.187 -0.121 0.000
H -1.544214 7.049910 -2.932635 -0.064 0.148 -1.043 0.000
H -3.132823 6.706683 -2.419212 0.252 -0.363 1.168 0.000
H -3.065353 6.442920 -3.933210 1.164 -0.017 -1.156 0.000
H -2.637435 2.964326 -5.015312 0.064 -0.099 -0.049 0.000
C 5.076254 1.412786 -6.312667 0.264 -1.370 1.981 0.000
C 5.169524 0.154392 -5.293755 1.264 0.989 0.322 0.000
C 6.638642 -0.400784 -5.094101 0.067 1.318 -0.618 0.000
C 7.534492 0.485688 -4.237580 -1.105 -0.227 -0.612 0.000
C 6.939434 0.463747 -2.848886 0.302 1.267 -0.647 0.000
C 5.480819 1.007239 -2.844774 -2.046 -0.361 0.415 0.000
N 4.656487 0.481149 -3.945379 0.345 -1.804 -1.044 0.000
O 3.233799 0.696554 -3.909839 1.484 -0.141 0.387 0.000
C 4.822315 0.430553 -1.559502 0.555 -0.014 0.269 0.000
C 5.386603 2.537534 -2.800783 0.410 -0.381 -0.076 0.000
C 4.385496 -0.988735 -5.846297 -0.435 0.121 -0.370 0.000
H 5.770292 2.184045 -5.978625 0.258 -0.033 -0.371 0.000
H 4.085602 1.842405 -6.163935 -0.188 -0.103 -0.440 0.000
H 5.241209 1.066660 -7.333006 -0.005 0.336 0.051 0.000
H 6.654157 -1.387826 -4.631928 -0.438 -0.153 -0.147 0.000
H 7.125708 -0.465718 -6.067058 -0.338 -0.289 -0.315 0.000
H 7.494886 1.510905 -4.605617 0.184 0.134 -0.165 0.000
H 8.563821 0.138561 -4.327487 0.033 0.032 0.414 0.000
H 7.537805 1.211647 -2.328611 -0.153 -0.257 0.892 0.000
H 7.051243 -0.531666 -2.419057 -0.283 0.123 0.216 0.000
H 3.795724 0.702081 -1.313572 -0.065 0.306 -0.570 0.000
H 4.859936 -0.656923 -1.623444 0.013 -0.008 0.132 0.000
H 5.413229 0.748113 -0.700385 0.167 -0.104 0.134 0.000
H 4.426101 2.916643 -3.149801 -0.418 -0.259 0.568 0.000
H 5.558725 2.733368 -1.742427 0.091 1.050 -0.256 0.000
H 6.051984 3.042368 -3.501143 0.633 -0.062 0.380 0.000
H 4.744401 -1.171219 -6.859200 -0.213 -0.230 -0.069 0.000
H 3.345582 -0.662173 -5.853652 -0.191 -0.499 -0.223 0.000
H 4.533681 -1.873741 -5.227499 -0.258 -0.022 -0.233 0.000
H 3.088341 1.614589 -4.149949 -0.075 0.523 -0.138 0.000
C -0.594321 3.823772 1.300436 0.252 0.645 0.978 0.000
C -0.624720 3.272940 2.807872 -1.266 -0.489 -1.050 0.000
C -0.533861 1.754225 2.644792 1.151 -0.680 -0.991 0.000
C -0.179260 0.898707 3.833116 -0.760 1.117 1.207 0.000
C 1.049622 1.479593 4.595342 -1.657 -0.415 -0.707 0.000
C 0.983531 3.028090 4.811367 1.118 -0.474 -0.614 0.000
N 0.538208 3.740405 3.533677 1.009 -1.961 0.459 0.000
O 0.467317 5.133017 3.674025 0.224 0.267 0.288 0.000
C 0.120496 3.339251 6.017432 -0.803 0.223 -0.473 0.000
C 2.473930 3.427109 5.137630 -1.409 0.433 -0.828 0.000
C -1.991956 3.640469 3.491583 0.371 0.710 0.055 0.000
H -1.557342 3.792590 0.790810 -0.132 -0.391 0.273 0.000
H 0.155863 3.388325 0.640358 0.039 -0.744 0.349 0.000
H -0.304400 4.871743 1.224255 -0.234 0.332 0.554 0.000
H -1.426654 1.395272 2.132749 -0.300 0.019 0.144 0.000
H 0.277552 1.516165 1.957008 0.171 0.429 -0.515 0.000
H -0.030947 -0.145203 3.556776 0.062 0.078 -0.092 0.000
H -1.071930 0.933537 4.457640 0.031 -0.299 0.610 0.000
H 1.911903 1.072878 4.066990 0.414 0.691 -0.012 0.000
H 1.039313 1.014466 5.581063 0.275 0.091 0.110 0.000
H 0.184381 4.415222 6.179586 0.118 -0.073 0.605 0.000
H -0.935539 3.140999 5.834154 -0.010 -0.111 -0.149 0.000
H 0.379032 2.700910 6.862287 0.348 0.468 0.181 0.000
H 2.809620 2.937265 6.051668 0.021 -0.114 -0.158 0.000
H 3.055993 3.148261 4.259248 0.293 -0.058 0.241 0.000
H 2.539650 4.507331 5.267670 0.063 0.031 0.089 0.000
H -2.810155 3.870010 2.808969 0.139 -0.325 -0.341 0.000
H -1.876128 4.563479 4.059693 0.161 0.076 0.037 0.000
H -2.359883 2.903770 4.205724 0.222 -0.254 -0.147 0.000
H 1.013157 5.364571 2.919006 0.117 0.676 0.146 0.000
C 0.881373 -2.299783 5.712031 0.289 0.616 -0.585 0.000
C -0.326553 -3.226833 5.814199 0.220 -1.393 -2.194 0.000
C 0.029676 -4.618890 5.242910 0.077 -0.617 -0.833 0.000
C 0.755545 -5.552991 6.133323 1.396 -0.093 2.585 0.000
C 0.195842 -5.675425 7.562680 0.133 1.132 -0.934 0.000
C -0.147362 -4.281250 8.148799 -1.813 -0.719 -0.377 0.000
N -0.854583 -3.422767 7.119440 -0.189 -2.556 0.356 0.000
O -1.314355 -2.239403 7.630027 0.010 0.884 0.928 0.000
C -1.196899 -4.594425 9.244006 0.882 0.542 0.555 0.000
C 1.162554 -3.762081 8.749803 -0.473 0.822 -0.797 0.000
C -1.418751 -2.690536 4.802167 0.436 0.410 1.273 0.000
H 1.208644 -2.221786 4.675255 -0.342 0.023 -0.308 0.000
H 1.819614 -2.576266 6.193023 -0.313 -0.209 0.644 0.000
H 0.573636 -1.290171 5.984227 0.240 0.125 0.280 0.000
H -0.835431 -5.121024 4.809824 -0.165 0.298 -0.083 0.000
H 0.808282 -4.524129 4.486003 -0.707 0.588 -0.858 0.000
H 1.736280 -5.088228 6.234540 0.470 -0.023 0.251 0.000
H 1.015838 -6.546833 5.769134 -0.527 0.017 -0.549 0.000
H 0.978568 -5.945131 8.271703 -0.158 -1.126 -0.235 0.000
H -0.659085 -6.351101 7.536973 -0.003 0.030 0.400 0.000
H -0.721651 -5.201392 10.014608 0.129 -0.514 -0.178 0.000
H -1.460356 -3.718333 9.836573 -0.505 0.252 -0.440 0.000
H -2.050003 -5.138900 8.839209 -0.035 0.373 0.040 0.000
H 1.340504 -4.248662 9.708803 0.198 0.144 -0.119 0.000
H 1.945501 -3.956429 8.016779 0.300 -0.107 0.362 0.000
H 1.141114 -2.677847 8.859695 0.058 0.137 0.417 0.000
H -1.589864 -1.642774 5.049179 0.113 0.117 -0.341 0.000
H -2.397443 -3.160636 4.898487 0.196 -0.402 0.238 0.000
H -1.087744 -2.812746 3.770855 0.165 0.131 0.172 0.000
H -0.502710 -1.874080 7.989704 0.051 1.047 0.393 0.000
C 2.063734 -5.550223 1.621010 0.216 0.223 -2.319 0.000
C 0.680514 -5.820637 0.956990 1.070 -0.676 2.743 0.000
O -0.204741 -5.990360 2.089324 -0.534 0.802 -1.014 0.000
O 2.990949 -5.855487 0.529925 0.378 -0.187 1.189 0.000
H 2.328976 -6.080356 2.535725 -0.476 -0.383 -0.175 0.000
H 2.257191 -4.493267 1.804080 -0.570 0.123 0.222 0.000
H 0.619159 -6.804053 0.490910 0.828 0.235 -0.650 0.000
H 0.507249 -5.011401 0.247607 -0.641 -0.009 0.164 0.000
H -0.980190 -6.349897 1.652287 -0.561 0.028 0.570 0.000
H 3.452379 -6.646579 0.817791 0.211 -0.072 -0.470 0.000
C -4.959300 1.187179 -3.768815 -2.540 0.835 -1.466 0.001
C -6.258362 1.565580 -3.021237 0.091 1.553 -0.784 -0.001
O -6.898029 0.430943 -2.501807 0.540 -1.888 0.277 0.011
O -4.142550 0.537173 -2.896963 1.059 -0.508 1.375 0.026
H -4.428859 2.021290 -4.228161 -0.442 0.578 0.316 0.001
H -5.135718 0.484102 -4.582858 -0.749 0.083 -0.371 0.000
H -7.003076 2.048395 -3.654005 0.487 0.274 -0.426 0.000
H -6.092932 2.220441 -2.165722 0.574 0.171 -0.075 -0.001
H -7.844904 0.489461 -2.648846 0.037 -0.341 0.317 0.001
H -3.306339 0.562970 -3.367793 0.862 -1.006 1.008 0.002
C 2.619855 -2.918758 -3.200960 0.017 -0.665 1.722 0.000
C 2.047977 -3.624259 -1.925580 -0.588 0.139 -1.538 0.000
O 2.057672 -5.061541 -1.951525 0.379 1.274 -0.095 0.000
O 4.056751 -2.800681 -3.078045 -0.917 -0.247 -0.398 0.000
H 2.123379 -1.950787 -3.269148 0.292 0.353 0.192 0.000
H 2.259583 -3.451652 -4.080923 0.540 -0.404 -0.176 0.000
H 0.999572 -3.326863 -1.903070 -0.287 0.248 0.198 0.000
H 2.544966 -3.249920 -1.030605 0.179 0.117 -0.037 0.000
H 2.379525 -5.237178 -1.064304 0.331 -1.023 0.060 0.000
H 4.278664 -1.886123 -3.267648 0.074 0.304 -0.069 0.000
C -1.530851 -1.198638 -4.296771 2.030 -0.615 -0.390 0.000
C -0.219852 -1.276212 -5.245763 -0.579 0.649 1.455 0.000
O -0.424359 -0.674183 -6.476631 -0.840 0.055 -1.347 0.000
O -1.262041 -2.195959 -3.326900 0.026 0.053 -0.284 0.000
H -2.542787 -1.358248 -4.669077 0.263 -0.313 -1.106 0.000
H -1.572365 -0.205630 -3.849207 0.405 0.209 0.260 0.000
H 0.227015 -2.270399 -5.247026 -0.874 -0.624 -0.431 0.000
H 0.616062 -0.719629 -4.822012 -0.248 0.329 1.119 0.000
H 0.424626 -0.541253 -6.904599 -0.001 -0.006 -0.049 0.000
H -1.496752 -1.849102 -2.463067 -0.072 0.290 0.485 0.000
C -3.161128 -4.995785 -2.044300 0.622 -0.924 -1.463 0.000
C -1.791630 -5.424467 -2.684288 0.709 1.518 2.245 0.000
O -1.411300 -4.880140 -3.945038 -1.169 -1.265 0.317 0.000
O -4.253228 -5.602763 -2.707029 -0.929 0.466 -0.444 0.000
H -3.219266 -3.911243 -2.136415 -0.339 0.037 -0.296 0.000
H -3.286126 -5.189168 -0.978898 0.803 -0.250 0.240 0.000
H -1.490880 -6.455372 -2.497496 -0.537 -0.360 -0.884 0.000
H -1.114087 -4.921447 -1.994355 0.416 0.013 0.586 0.000
H -1.343916 -3.950971 -3.713318 0.166 0.681 -0.482 0.000
H -4.204140 -6.559497 -2.645021 0.254 0.040 0.105 0.000